[1]
Below is a molecular structure, C4H8OS2, with properties calculated with ωB97M-V/def2-TZVPD.

energy above the lowest of the compared OMol25 structures with the same formula, charge and spin: 289.94 kJ/mol
HOMO-LUMO gap: 8.93 eV
charge: 0
multiplicity: 1

Last column: Löwdin charge in e.
Positions of all 15 atoms, in Å:
C 1.01 0.70 -1.48  -0.34
H 1.17 0.59 -2.59  0.13
H 0.57 0.04 1.77  0.03
C 0.56 -0.90 1.25  -0.08
H 0.62 1.59 1.03  -0.09
S -1.82 0.74 -2.04  0.69
H -0.10 -1.58 -0.68  0.10
H 1.49 -1.46 1.35  0.10
O 1.61 -0.36 -0.75  -0.10
C 0.39 -0.82 -0.19  -0.27
H -0.17 -1.58 1.71  0.09
C -0.33 0.85 -0.96  -1.00
S -0.57 1.95 0.40  0.74
H 1.56 1.67 -1.33  0.12
H -2.69 0.73 -1.01  -0.14

---

[2]
Below is a single C4H8OS3 molecule, with properties calculated with ωB97M-V/def2-TZVPD.

energy above the lowest of the compared OMol25 structures with the same formula, charge and spin: 105.75 kJ/mol
HOMO-LUMO gap: 9.62 eV
structure (SMILES): O[C@@H]1[C@@H](S)[C@@H](S)[C@H]1S
charge: 0
multiplicity: 1

Last column: Löwdin charge in e.
Positions of all 16 atoms, in Å:
H 1.07 -2.93 -0.28  -0.14
C -1.14 0.06 0.31  -0.63
H 3.29 0.05 0.53  -0.14
H 0.22 2.54 -1.19  0.09
C -0.08 0.80 -0.53  -0.45
O -0.22 2.19 -0.41  -0.01
H -1.38 0.67 1.22  0.12
S -0.16 -2.43 -0.51  0.72
C 0.97 0.09 0.33  -0.67
H -3.20 0.83 -0.55  -0.14
S 2.51 -0.32 -0.48  0.77
S -2.78 -0.43 -0.37  0.71
H -0.01 -1.40 1.70  0.10
C -0.05 -1.03 0.66  -0.62
H 1.15 0.80 1.17  0.14
H -0.19 0.52 -1.60  0.16

---

no.,LUMO energy (eV)
1,0.7
2,0.6